[1]
DFT (ωB97M-V with the def2-TZVPD basis set) results for CH4FINP in the gas phase in a non-equilibrium geometry.

Summary:
* energy above the lowest of the compared OMol25 structures with the same formula, charge and spin: 11.6 kcal/mol
* HOMO-LUMO gap: 0.31328 hartree
* DFT total energy: -22699.5520 eV
* structure (SMILES): CNP(F)I
* max |F|: 0.104 hartree/bohr
* highest occupied orbital energy: -8.84 eV

Structure (ORCA input):
```
! wB97M-V def2-TZVPD RIJCOSX def2/J DEFGRID3
* xyz 0 1
C -0.8115 -0.6929 -0.2876
N 0.1876 -0.3586 0.7950
P 1.5741 0.4507 0.5981
F 1.8190 0.0776 -0.9681
I 0.5683 2.9819 -0.1808
H -0.1419 -1.1156 -1.1456
H -1.6036 -1.1858 0.1751
H -1.2102 0.3552 -0.5678
H -0.3818 -0.5126 1.5817
*
```

---

[2]
DFT (ωB97M-V with the def2-TZVPD basis set) results for a molecular structure, C9H15BeClI2N13 in a non-equilibrium geometry.

Summary:
* HOMO-LUMO gap: 0.30490 hartree
* DFT total energy: -58077.4319 eV
* max |F|: 0.028 hartree/bohr
* highest occupied orbital energy: -5.90 eV

Structure (ORCA input):
```
! wB97M-V def2-TZVPD RIJCOSX def2/J DEFGRID3
* xyz -1 1
Be 0.8367 1.1089 -0.6064
N 1.8145 2.7774 1.8519
C 2.6503 1.8534 1.2775
N 3.8799 1.5982 1.6864
N 4.2909 0.6165 0.8858
N 3.3878 0.2955 0.0504
N 2.2975 1.0607 0.2505
C 0.6293 3.0843 1.2876
N -0.1849 4.0663 1.6909
N -1.2245 3.9986 0.8967
N -1.0611 3.0435 0.0634
N 0.0957 2.4095 0.2589
H 2.1918 3.3815 2.5640
C 0.8816 -1.4814 0.2838
N 0.2231 -2.7251 0.6331
C -0.4789 -3.2262 -0.5445
N -1.4593 -2.2638 -1.0197
C -0.7770 -1.0304 -1.3512
N -0.0702 -0.4569 -0.1850
C -1.0601 -0.2566 0.8846
N -1.7498 -1.4803 1.2420
C -0.7588 -2.4563 1.6751
C -2.4116 -1.9971 0.0454
H 1.6182 -1.6583 -0.5016
H 1.4004 -1.1109 1.1705
H -0.9845 -4.1610 -0.2842
H 0.2501 -3.4145 -1.3375
H -1.5168 -0.3153 -1.7159
H -0.0466 -1.2218 -2.1396
H -1.8104 0.4652 0.5537
H -0.5536 0.1333 1.7756
H -1.2706 -3.3868 1.9347
H -0.2486 -2.0709 2.5639
H -3.1415 -1.2614 -0.3003
H -2.9355 -2.9209 0.3024
I -2.5444 2.4152 -1.4096
I -4.5910 1.5231 -3.2422
Cl 1.9056 0.0167 -3.0909
C 0.9521 1.3828 -2.3892
H 0.0525 1.4005 -3.0132
H 1.5216 2.2645 -2.6980
*
```

---

[3]
DFT (ωB97M-V with the def2-TZVPD basis set) results for C18H32N2O6 in the gas phase.

Summary:
* energy above the lowest of the compared OMol25 structures with the same formula, charge and spin: 0.0 kcal/mol
* HOMO-LUMO gap: 0.35415 hartree
* DFT total energy: -34451.7163 eV
* structure (SMILES): CCOC(=O)CNC(=O)[C@@H]1CCCN(C(=O)[C@@H](O)[C@@H](OC)C(C)C)CC1
* max |F|: 0.002 hartree/bohr
* highest occupied orbital energy: -9.23 eV

Structure (ORCA input):
```
! wB97M-V def2-TZVPD RIJCOSX def2/J DEFGRID3
* xyz 0 1
C -5.3321 7.3125 4.4008
C -4.6322 8.2075 3.4096
O -3.5241 7.4607 2.8592
C -2.7895 8.1101 1.9449
O -3.0002 9.2378 1.5915
C -1.6381 7.2835 1.4179
N -1.6171 5.9243 1.8995
C -1.2810 4.8884 1.0874
O -0.9109 5.0667 -0.0632
C -1.3625 3.5127 1.7251
C 0.0354 3.0228 2.1588
C 1.1875 3.1755 1.1638
C 0.9504 2.5624 -0.2286
N -0.1128 1.5636 -0.2678
C 0.0296 0.3013 0.1888
O -0.9290 -0.4309 0.4186
C 1.4383 -0.2591 0.4008
O 1.3410 -1.4006 1.2113
C 2.0869 -0.5635 -0.9675
O 3.4831 -0.7682 -0.8389
C 4.2281 0.4198 -0.7391
C 1.4754 -1.7755 -1.6825
C 2.0988 -3.1035 -1.2537
C 1.6102 -1.5990 -3.1941
C -1.4702 2.0745 -0.4523
C -2.1280 2.5051 0.8545
H -6.1793 7.8420 4.8364
H -5.7047 6.4107 3.9154
H -4.6593 7.0223 5.2076
H -5.2849 8.5067 2.5901
H -4.2412 9.1130 3.8729
H -1.6999 7.2669 0.3301
H -0.7228 7.8257 1.6707
H -2.0138 5.7343 2.8032
H -1.9459 3.6091 2.6463
H 0.3213 3.5573 3.0683
H -0.0670 1.9722 2.4462
H 1.4235 4.2329 1.0297
H 2.0681 2.7199 1.6250
H 0.6523 3.3477 -0.9186
H 1.8761 2.1347 -0.6085
H 2.0506 0.4827 0.9222
H 0.3881 -1.5898 1.2649
H 1.9244 0.3160 -1.6082
H 5.2790 0.1407 -0.7004
H 4.0623 1.0661 -1.6105
H 3.9915 0.9893 0.1683
H 0.4109 -1.7925 -1.4277
H 3.1403 -3.1532 -1.5719
H 2.0657 -3.2354 -0.1756
H 1.5599 -3.9265 -1.7271
H 2.6632 -1.5028 -3.4699
H 1.2048 -2.4630 -3.7231
H 1.0816 -0.7099 -3.5448
H -1.4102 2.9097 -1.1461
H -2.0689 1.2825 -0.8994
H -2.2879 1.6105 1.4603
H -3.1162 2.9112 0.6196
*
```

---

[4]
DFT (ωB97M-V with the def2-TZVPD basis set) results for a gas-phase ion, C4H13N2 (charge +1) in a non-equilibrium geometry.

Summary:
* energy above the lowest of the compared OMol25 structures with the same formula, charge and spin: 65.0 kcal/mol
* HOMO-LUMO gap: 0.32343 hartree
* DFT total energy: -7330.6691 eV
* structure (SMILES): CNC[C@H](C)[NH3+]
* max |F|: 0.082 hartree/bohr
* highest occupied orbital energy: -12.40 eV

Structure (ORCA input):
```
! wB97M-V def2-TZVPD RIJCOSX def2/J DEFGRID3
* xyz 1 1
C 0.7130 2.0304 1.1106
N 1.0149 1.2724 -0.1585
C 0.4547 0.3150 -1.0608
C -0.5644 -0.4355 -0.1697
C 0.0692 -1.3764 0.8687
N -1.3796 -1.3928 -1.0563
H 0.1870 2.9776 1.1205
H 1.5403 1.9716 1.8341
H 0.0681 1.3128 1.6388
H 1.5620 1.9546 -0.6503
H -0.0697 0.8576 -1.8698
H 1.0995 -0.4892 -1.4743
H -1.1394 0.3234 0.3455
H 0.6027 -2.2146 0.4062
H 0.9501 -0.8861 1.3149
H -0.5929 -1.3858 1.7390
H -1.7464 -0.8760 -1.8617
H -2.1143 -1.9547 -0.6276
H -0.6550 -2.0044 -1.4491
*
```

---

> Look up the HOMO-LUMO gap of the first one.

0.31328 hartree

---

> Number 1 is which compound?

CH4FINP